C24H36O18 | wB97M-V/def2-TZVPD

Last column: Mulliken charge in e.
Atoms and positions in Å:
C  -0.022  2.286  5.323  -1.403
C  1.370  1.980  5.891  0.552
C  1.445  0.763  6.829  -0.490
O  2.146  -0.220  6.073  -0.335
C  2.456  0.319  4.828  0.677
O  3.020  -0.307  3.911  -0.587
O  2.132  1.571  4.800  -0.299
H  -0.516  1.515  4.732  0.309
H  -0.036  3.163  4.675  0.397
H  -0.773  2.584  6.054  0.400
H  1.790  2.902  6.292  0.260
H  0.513  0.402  7.264  0.267
H  2.040  0.886  7.734  0.270
C  -1.963  -4.040  0.235  -1.335
C  -0.939  -4.893  0.974  0.406
C  -0.835  -4.693  2.484  -0.285
O  -0.737  -6.009  2.935  -0.369
C  -1.094  -6.903  2.095  0.607
O  -1.229  -8.093  2.311  -0.581
O  -1.295  -6.294  0.902  -0.437
H  -2.337  -4.404  -0.721  0.448
H  -1.692  -3.000  0.056  0.145
H  -2.884  -3.932  0.808  0.381
H  0.054  -4.872  0.525  0.425
H  -1.720  -4.155  2.824  0.307
H  0.055  -4.108  2.716  0.253
C  1.027  -1.291  1.176  -1.193
C  0.637  0.186  1.265  0.911
C  1.574  1.070  0.540  -0.346
O  0.762  1.812  -0.360  -0.167
C  -0.510  1.308  -0.336  0.542
O  -1.413  1.547  -1.090  -0.584
O  -0.577  0.411  0.609  -0.281
H  1.196  -1.586  0.140  0.252
H  0.213  -1.904  1.564  0.034
H  1.908  -1.491  1.787  0.517
H  0.435  0.433  2.308  -0.404
H  2.350  0.461  0.077  0.364
H  2.046  1.707  1.289  0.311
C  -4.103  -0.850  0.904  -1.243
C  -4.415  -1.120  -0.578  0.444
C  -3.278  -0.865  -1.601  0.465
O  -3.206  -2.123  -2.327  -0.313
C  -4.281  -2.862  -1.959  0.492
O  -4.649  -3.830  -2.599  -0.600
O  -4.772  -2.465  -0.789  -0.376
H  -4.005  -1.795  1.438  0.282
H  -5.044  -0.572  1.378  0.417
H  -3.302  -0.187  1.230  0.224
H  -5.264  -0.474  -0.802  0.356
H  -2.327  -0.735  -1.084  -0.516
H  -3.523  -0.030  -2.257  0.393
C  2.355  4.291  -1.859  -1.403
C  2.866  5.733  -2.090  0.622
C  4.267  5.754  -2.715  -0.543
O  4.183  6.636  -3.771  -0.343
C  2.876  6.857  -4.090  0.661
O  2.439  7.535  -5.015  -0.533
O  2.119  6.266  -3.076  -0.348
H  2.363  3.742  -2.801  0.294
H  1.338  4.206  -1.476  0.363
H  3.032  3.823  -1.145  0.332
H  2.774  6.342  -1.190  0.298
H  4.611  4.771  -3.037  0.264
H  5.154  6.092  -2.180  0.325
C  0.448  -0.271  -5.988  -1.529
C  0.545  -0.205  -4.422  0.445
C  -0.782  -0.566  -3.763  -0.378
O  -0.398  -1.514  -2.879  0.055
C  0.900  -1.909  -3.138  0.403
O  1.439  -2.751  -2.440  -0.642
O  1.375  -1.348  -4.152  -0.326
H  1.411  -0.246  -6.498  0.373
H  -0.059  0.591  -6.421  0.405
H  -0.040  -1.133  -6.443  0.376
H  1.003  0.684  -3.989  0.198
H  -1.451  -0.934  -4.542  0.284
H  -1.202  0.353  -3.354  0.381

Kohn-Sham gap = 10.4 eV
structure (SMILES) = C[C@H]1COC(=O)O1.C[C@H]1COC(=O)O1.C[C@H]1COC(=O)O1.C[C@H]1COC(=O)O1.C[C@H]1COC(=O)O1.C[C@H]1COC(=O)O1
energy above the lowest of the compared OMol25 structures with the same formula, charge and spin = 322.02 kJ/mol